# 1
Computed, not measured: one molecule with the formula C2H4N4S2, with ωB97M-V/def2-TZVPD.

XYZ file:
```
12
C2H4N4S2 ωB97M-V/def2-TZVPD
N -0.420 1.727 -0.114
N 1.744 1.441 -0.803
H 1.422 -2.018 1.045
H 1.041 -2.011 -0.723
C -0.558 0.463 0.229
H -0.389 -2.238 0.755
S -3.155 -0.759 -0.636
N 0.341 -0.382 0.161
H 0.920 3.177 -0.472
N 0.778 2.090 -0.556
C 0.615 -1.782 0.333
S -2.338 0.291 0.781
```

Calculated values
energy above the lowest of the compared OMol25 structures with the same formula, charge and spin = 523.16 kJ/mol
E_tot = -29763.907 eV
total charge = 0


# 2
Computed, not measured: a 8-piece molecular cluster, C29H58O13 overall, with ωB97M-V/def2-TZVPD.

XYZ file:
```
100
C29H58O13 ωB97M-V/def2-TZVPD
H -2.488 -3.988 47.306
C -12.697 -5.570 40.457
H -14.462 -2.494 44.580
H -15.239 -5.358 39.662
H -8.703 4.569 39.064
C -6.334 -4.054 37.733
C -3.586 -2.176 36.429
C -14.135 -2.929 43.607
H -6.819 -1.994 42.317
C -11.572 -5.604 41.350
O -3.579 -5.010 40.916
C -14.639 -4.367 43.720
C -7.351 -4.251 43.663
H -6.931 -2.395 40.658
O -2.220 -6.600 41.707
H -3.147 -2.324 47.235
H -15.906 -7.976 41.382
H -8.107 -1.434 38.454
C -16.027 -6.940 41.117
C -9.128 3.666 38.797
H -0.832 -5.253 41.248
C -14.906 -6.341 40.263
H -9.617 -1.887 39.365
O -2.644 -2.136 37.186
C -9.065 -1.108 38.905
H -10.229 3.590 38.511
H -5.862 -2.419 46.214
C -12.157 -1.698 43.036
H -4.350 -7.527 42.666
H -4.114 -0.891 35.265
H -6.328 -4.649 36.828
C -8.657 -6.988 45.966
C -6.748 -6.126 47.454
H -14.087 -4.623 44.555
O -6.408 -7.680 45.543
H -3.976 -3.772 47.963
H -16.136 -6.369 41.924
H -11.673 -4.515 41.798
H -6.678 -6.708 48.422
H -15.586 -4.503 43.973
H -6.407 -4.333 43.882
H -14.804 -7.016 39.440
C -8.735 0.082 39.764
H -7.275 -3.650 37.513
H -8.442 3.646 37.847
C -10.649 -1.913 42.727
C -3.389 -3.266 47.120
O -12.786 -2.871 43.274
C -3.341 -5.923 41.669
C 0.053 -7.166 41.008
O -9.007 1.258 39.074
H -7.681 -5.132 43.969
H -3.928 -6.371 43.688
H -10.510 -3.040 42.880
H -10.468 -1.760 41.532
H -7.796 -3.350 43.902
O -3.620 -3.819 44.839
H -0.239 -8.082 40.509
C -6.601 -2.839 41.622
H -5.200 -5.942 42.729
C -7.239 -7.039 46.228
H -17.042 -6.919 40.603
H -9.051 -7.369 45.137
H 1.042 -7.161 40.495
H -8.867 -6.050 45.893
H -14.878 -2.290 42.969
H -1.645 -6.154 39.916
C -3.481 -1.514 35.097
O -13.681 -6.353 40.863
H -0.026 -7.396 42.130
H -10.118 -1.144 43.356
H -11.368 -6.192 42.243
H -2.495 -1.213 35.150
H -7.624 -5.539 47.713
H -9.860 -0.895 38.119
H -6.567 -4.704 38.748
O -4.919 -2.560 36.665
O -12.721 -4.978 39.371
H -4.423 -3.942 38.169
H -7.771 2.447 39.837
C -1.107 -6.234 40.841
C -8.786 2.525 39.699
C -5.192 -3.224 37.919
H -14.455 -4.940 42.813
H -5.401 -2.491 38.786
O -12.741 -0.632 43.107
H -9.419 2.382 40.648
O -8.123 -4.875 41.276
H -3.949 -1.997 34.123
H -4.507 -1.114 45.672
H -9.191 -7.213 46.712
H -10.531 -5.614 40.878
H -5.931 -5.579 47.103
C -4.051 -3.176 45.765
C -4.263 -6.449 42.779
O -8.539 0.068 40.912
C -5.026 -2.014 45.608
C -7.445 -4.057 42.078
H -5.598 -3.287 41.427
H -5.116 -2.064 44.418
```

Calculated values
energy above the lowest of the compared OMol25 structures with the same formula, charge and spin = 1097.61 kJ/mol
E_tot = -57620.039 eV
total charge = 0
SMILES = CCOC(C)=O.CCOC(C)=O.CCOC(C)=O.CCOC(C)=O.CCOC(C)=O.CC(C)=O.CC(C)=O.CC(C)=O


# 3
Computed, not measured: C52H46F6N4O5PdSSb as an isolated structure, with ωB97M-V/def2-TZVPD.

XYZ file:
```
116
C52H46F6N4O5PdSSb ωB97M-V/def2-TZVPD
C -0.942 6.666 7.470
C -2.183 4.385 3.439
H 2.532 1.625 -4.230
C 3.153 4.279 -1.344
H 3.089 4.013 -0.295
O 2.540 -6.037 -5.992
C 2.094 -6.025 -7.350
C -0.474 4.498 5.697
C 2.428 4.008 -3.613
O -1.942 -1.236 -0.858
C -2.380 5.358 4.358
H -1.383 0.280 -3.570
C 0.082 -5.416 5.456
H 2.497 -6.923 -7.802
C -0.973 -0.722 4.257
H -2.845 4.294 2.588
H 0.089 6.862 7.190
H -3.425 -3.831 -1.859
C -0.883 1.088 2.911
F -2.268 1.523 -0.662
C -0.431 2.909 1.309
C 0.837 -3.124 -4.591
F -3.518 2.503 1.488
C 2.111 -5.077 -5.168
C 1.017 -5.280 4.433
C -0.658 -1.103 2.874
C -0.850 2.424 2.582
H 4.482 7.208 -5.209
H -0.993 5.813 8.143
H -2.108 -0.312 -5.078
C 1.230 -4.063 -5.532
Pd -0.090 0.113 0.113
H 1.570 -4.203 2.673
H 0.177 4.554 6.558
H -1.364 7.538 7.950
H 1.895 -5.911 4.399
H 0.082 -4.796 -1.439
N 0.185 2.126 0.373
C -0.310 3.511 4.783
C -1.135 3.430 3.611
C 1.505 -6.827 6.742
C 3.366 4.940 -4.028
H -3.798 -1.639 -3.744
C -0.110 -2.735 1.115
C -0.243 -4.056 0.600
H -1.870 -4.868 6.144
F -4.387 1.946 -2.138
H 1.733 3.607 -4.342
C 1.301 -3.170 -3.278
Sb -4.015 2.321 -0.334
H 1.508 -7.144 7.777
C 2.311 3.639 -2.273
C -0.416 4.278 0.887
C -4.459 -2.067 -1.102
H 6.182 7.477 -4.785
F -4.685 0.621 0.164
C 1.334 1.351 -2.338
C 2.600 -5.128 -3.858
H -2.139 -2.098 -3.240
C -0.385 -2.400 2.460
H -4.883 -1.683 -0.174
C -2.312 -0.065 -4.036
H 2.476 -5.149 -7.877
C 0.231 4.308 -0.303
H 1.627 -7.695 6.095
H 0.846 -4.003 -6.541
C -1.515 5.455 5.498
C 0.090 -3.992 -0.720
H -5.220 -2.019 -1.883
H -4.654 -4.147 -0.631
C 0.889 -2.165 -2.286
H -0.863 5.115 1.399
H -3.094 -3.454 -0.164
H 0.410 5.157 -0.946
H 0.485 2.789 4.917
C 1.991 0.963 -3.576
C -2.865 -1.284 -3.303
H 2.322 -6.125 6.576
H 1.005 -6.046 -7.409
C 1.054 -0.824 -2.578
F -5.676 3.119 -0.063
C 1.390 2.602 -1.781
F -3.179 3.960 -0.708
C 4.094 5.195 -1.747
H -3.024 0.761 -4.009
C 4.219 5.529 -3.099
O -1.756 6.437 6.290
H 3.307 -5.908 -3.600
C 0.432 -2.640 -0.995
C 1.797 -0.346 -3.737
H -2.229 -3.190 4.379
C -1.152 0.592 4.272
H 2.594 -4.237 -1.923
H 3.415 5.214 -5.075
C -1.289 -3.734 4.417
N 0.745 0.233 -1.769
H 4.758 5.674 -1.037
H -3.183 6.080 4.256
C -3.864 -3.456 -0.932
H 0.123 -2.357 -4.876
S -3.224 -0.830 -1.584
H 2.155 -0.967 -4.542
O 0.237 -6.202 6.524
C -1.107 -4.682 5.396
O 5.170 6.417 -3.402
C 0.616 2.962 -0.591
H -0.595 -4.913 1.153
C 0.817 -4.331 3.443
C -0.305 -3.496 3.443
H -1.436 1.204 5.116
C 2.195 -4.198 -2.930
N -0.629 0.032 2.088
H 5.664 5.876 -5.355
H -1.034 -1.401 5.092
C 5.375 6.754 -4.775
N 0.290 -1.886 0.112
```

Calculated values
E_tot = -108010.249 eV
⟨S²⟩ = 8.83
total charge = +2
spin multiplicity = 6


The lowest E_tot belongs to which entry? C52H46F6N4O5PdSSb